(1)
C28H25N10OP2SSc as an isolated structure. Source: the OMol25 dataset; level of theory: wB97M-V/def2-TZVPD.

**Max |F|**: 0.91 eV/Å
**ΔE to the lowest compared entry with this formula, charge and spin**: 4.4 kcal per mole
**Orbital gap**: 0.283 Eh

Last column: Löwdin charge in e.
Geometry (Å):
Sc 1.88135 -0.82768 0.04518  0.83
N 4.21521 0.59237 2.42049  0.16
C 2.87740 0.86530 2.58245  -0.47
N 2.42932 1.77639 3.41409  0.06
N 1.08588 1.73704 3.26216  -0.05
N 0.74774 0.86212 2.39516  -0.09
N 1.88674 0.24779 1.91673  -0.09
C 4.68864 0.01295 1.26883  -0.48
N 5.91600 0.11189 0.82658  0.06
N 5.91506 -0.60334 -0.33103  -0.06
N 4.76031 -1.10110 -0.56022  -0.06
N 3.92284 -0.72709 0.45967  -0.11
H 4.85037 1.20188 2.90968  0.15
C -0.37133 0.49531 -2.21253  -0.36
C -1.28829 -0.73078 -1.97416  -0.36
P -0.75609 -1.69070 -0.47421  0.97
C -2.01028 -1.29780 0.80210  -0.37
C -1.59261 -1.24175 2.12937  -0.12
C -2.49411 -0.96405 3.14686  -0.07
C -3.82979 -0.74547 2.84357  -0.08
C -4.26143 -0.81380 1.52522  -0.08
C -3.35716 -1.08925 0.51114  -0.10
C -1.19881 -3.42016 -0.84838  -0.37
C -2.30222 -3.77543 -1.61972  -0.08
C -2.63533 -5.11053 -1.78775  -0.07
C -1.87051 -6.10221 -1.18778  -0.08
C -0.76439 -5.75902 -0.42371  -0.07
C -0.42910 -4.42229 -0.26050  -0.11
P -0.01111 1.21528 -0.55512  1.01
C 1.59177 2.07165 -0.67375  -0.39
C 1.81683 3.10794 0.24341  -0.10
C 3.08646 3.62539 0.41508  -0.06
C 4.15896 3.11858 -0.31757  -0.06
C 3.94834 2.10834 -1.23423  -0.08
C 2.67214 1.57599 -1.40960  -0.14
C -1.24782 2.52317 -0.33009  -0.35
C -2.23053 2.35899 0.64070  -0.07
C -3.24178 3.30450 0.76742  -0.07
C -3.26202 4.41120 -0.06687  -0.08
C -2.26751 4.58484 -1.02593  -0.07
C -1.26125 3.64311 -1.16074  -0.09
H -0.83068 1.21374 -2.89004  0.09
H 0.55696 0.14301 -2.66210  0.04
H -1.25003 -1.39118 -2.83993  0.07
H -2.31516 -0.40373 -1.81951  0.07
H -0.55005 -1.39264 2.37211  0.08
H -2.15001 -0.90190 4.17058  0.11
H -4.53573 -0.52222 3.63372  0.10
H -5.30616 -0.65620 1.28690  0.11
H -3.71545 -1.14379 -0.51071  0.10
H -2.90565 -3.01061 -2.09521  0.10
H -3.49707 -5.38031 -2.38506  0.11
H -2.13690 -7.14311 -1.31899  0.11
H -0.16441 -6.53049 0.04206  0.11
H 0.44246 -4.15063 0.32300  0.10
H 0.99794 3.48050 0.84670  0.11
H 3.24550 4.41252 1.14172  0.11
H 5.15894 3.50183 -0.15974  0.11
H 4.77809 1.70605 -1.80007  0.11
H 2.53671 0.80340 -2.16388  0.09
H -2.19267 1.49943 1.30116  0.09
H -4.00789 3.17651 1.52194  0.11
H -4.04894 5.14877 0.03242  0.11
H -2.27907 5.45607 -1.66876  0.11
H -0.48374 3.77817 -1.90419  0.11
O 1.09076 -2.17042 -3.99540  -0.52
S 1.86734 -2.71462 -2.89314  0.78
N 1.92702 -1.93767 -1.63756  -0.53


(2)
A 2-piece molecular cluster, C28H25N5O2 overall in a non-equilibrium geometry. Source: the OMol25 dataset; level of theory: wB97M-V/def2-TZVPD.

**Max |F|**: 3.84 eV/Å
**Orbital gap**: 0.170 Eh

Last column: Löwdin charge in e.
Geometry (Å):
C -4.87758 -3.51167 4.74596  -0.06
O -4.41415 -2.26898 5.32466  -0.08
C -3.21307 -1.77830 4.91584  -0.25
C -2.89123 -0.45865 5.31729  0.01
C -1.76221 0.15311 4.81714  -0.01
C -0.83221 -0.55057 4.01354  -0.17
C 0.34719 0.11327 3.46147  -0.06
C 0.29056 1.49337 3.11788  -0.01
C 1.34545 2.29654 2.70451  0.01
C 1.33804 3.75136 2.77785  -0.20
C 2.52621 4.47454 2.50881  -0.02
C 2.58506 5.85702 2.67041  -0.07
C 1.44481 6.56807 3.08112  -0.07
C 0.24338 5.87997 3.30264  -0.07
C 0.18349 4.49098 3.14459  -0.01
C 1.55165 -0.68173 3.24617  -0.18
C 1.94704 -1.72536 4.12816  -0.02
C 3.10338 -2.44298 3.91774  0.01
C 3.92003 -2.15792 2.79277  -0.25
O 5.06108 -2.88418 2.66013  -0.08
C 5.92472 -2.59369 1.53571  -0.05
C 3.52598 -1.15109 1.87905  0.01
C 2.35061 -0.46128 2.11477  -0.01
C -1.11992 -1.90734 3.71437  -0.01
C -2.31067 -2.50333 4.09583  0.00
H -5.85336 -3.66328 5.20727  0.09
H -4.97992 -3.42977 3.65361  0.10
H -4.20155 -4.34202 4.99588  0.09
H -3.57213 0.06026 5.98940  0.12
H -1.55351 1.18907 5.08126  0.12
H -0.68693 1.96538 3.21779  0.10
H 2.33185 1.84972 2.62073  0.10
H 3.40558 3.92591 2.16925  0.11
H 3.52242 6.38573 2.48355  0.11
H 1.49814 7.64961 3.22725  0.11
H -0.64960 6.43203 3.60695  0.11
H -0.76059 3.96866 3.30912  0.11
H 1.33383 -1.95150 5.00009  0.12
H 3.41927 -3.23452 4.59523  0.12
H 6.74601 -3.30208 1.64701  0.09
H 5.40287 -2.75928 0.58115  0.10
H 6.30006 -1.55970 1.57984  0.10
H 4.13281 -0.91368 1.00135  0.11
H 2.01390 0.27081 1.38993  0.09
H -0.41494 -2.50229 3.13336  0.13
H -2.54991 -3.52011 3.76749  0.11
N 1.84934 1.41191 -4.26368  0.13
C 1.11198 1.62130 -3.15882  -0.37
N -0.20225 1.39821 -3.12006  0.08
C -0.84862 1.54217 -1.94293  -0.22
N -0.30518 1.87601 -0.73868  0.08
C 0.99167 2.09257 -0.70422  -0.33
C 1.77592 2.01641 -1.94940  -0.21
N 3.08485 1.91899 -1.61825  0.06
C 3.11700 2.02840 -0.25603  -0.24
N 1.88909 2.12073 0.34145  0.05
H 2.84886 1.55821 -4.23564  0.09
H 1.39375 1.18492 -5.13602  0.10
H -1.92560 1.35609 -1.95899  0.09
H 4.05358 2.01992 0.29361  0.09


(3)
C28H25N5O2Re as an isolated structure. Source: the OMol25 dataset; level of theory: wB97M-V/def2-TZVPD.

**Multiplicity**: 2
**Charge**: +4
**Max |F|**: 0.64 eV/Å
**ΔE to the lowest compared entry with this formula, charge and spin**: 25.0 kcal per mole
**Orbital gap (spin up / spin down)**: 0.210 / 0.188 Eh

Last column: Löwdin charge in e.
Geometry (Å):
Re -0.57821 -0.03614 -0.27361  1.68
C -2.35689 -3.14070 -2.56173  0.08
O -2.96701 -3.19105 -1.18066  0.17
C -2.47453 -2.23296 -0.50949  -0.25
N -1.69933 -1.39997 -1.17145  -0.07
C -1.74891 -1.72348 -2.61758  -0.16
C -0.33254 -1.44395 -3.05895  -0.19
C 0.18591 -0.19454 -2.53544  -0.20
C 1.53259 0.14124 -2.86154  -0.01
C 2.34569 -0.75049 -3.53448  0.01
C 1.81737 -1.94956 -3.98862  0.06
C 0.47524 -2.30083 -3.74866  0.03
C -2.72340 -1.81993 0.88315  -0.10
C -3.63858 -2.29932 1.79939  0.12
C -3.89097 -1.52603 2.93853  0.09
C -3.31294 -0.26223 3.06000  0.12
C -2.40510 0.13112 2.09097  -0.10
N -2.05693 -0.66422 1.07468  0.01
C -1.86333 1.47569 1.82074  -0.28
N -1.12925 1.61787 0.72879  -0.05
C -0.86178 3.09884 0.55963  -0.15
C -1.47010 3.67359 1.86020  0.05
O -2.16923 2.50971 2.48210  0.17
C 0.61781 3.35703 0.39932  -0.19
C 1.38848 2.43897 -0.30073  -0.10
C 2.75641 2.59244 -0.44769  -0.04
C 3.36929 3.72291 0.07823  -0.01
C 2.60505 4.67476 0.74031  0.01
C 1.23546 4.48967 0.91208  0.01
H -3.17534 -3.30993 -3.25331  0.16
H -1.64692 -3.96488 -2.58448  0.15
H -2.44205 -1.04063 -3.11747  0.18
H -0.50306 0.67413 -2.55880  0.15
H 1.90694 1.13222 -2.63735  0.11
H 3.36798 -0.48606 -3.77160  0.14
H 2.44169 -2.62505 -4.56302  0.15
H 0.09727 -3.23752 -4.14155  0.15
H -4.16951 -3.22656 1.61624  0.16
H -4.59459 -1.87588 3.68501  0.16
H -3.58971 0.41126 3.86296  0.16
H -1.43599 3.42746 -0.30825  0.17
H -2.22010 4.44509 1.72009  0.16
H -0.72813 3.97151 2.59553  0.15
H 0.89350 1.60693 -0.82219  0.02
H 3.35286 1.85577 -0.97339  0.12
H 4.43520 3.86511 -0.03814  0.14
H 3.07252 5.56912 1.13042  0.14
H 0.67165 5.25858 1.42731  0.14
N 1.07131 -2.85641 -0.26788  0.20
C 1.40653 -2.07606 0.77334  -0.30
C 2.31259 -2.56922 1.73514  0.04
C 2.71282 -1.78563 2.77460  0.04
C 2.20648 -0.46856 2.87743  0.00
C 1.32437 -0.02834 1.95814  -0.10
N 0.87644 -0.81481 0.89246  -0.07
H 1.50611 -3.76373 -0.33726  0.14
H 0.65026 -2.50110 -1.10527  0.06
H 2.69537 -3.57362 1.60761  0.15
H 3.42007 -2.16217 3.50318  0.15
H 2.50557 0.18863 3.68179  0.14
H 0.92763 0.97189 2.00120  0.10